The following is a DFT calculation (wB97M-V/def2-TZVPD) of a molecular structure, C46H42AsBF4FeIN2O3S2 in a non-equilibrium geometry.

Frontier orbital gap (spin up / spin down) ... 6.72 / 6.97 eV
DFT total energy ... -7131.40652 hartree
Largest force on an atom ... 0.049 hartree/bohr
⟨S²⟩ ... 0.8527

Structure (ORCA input):
```
! wB97M-V def2-TZVPD RIJCOSX def2/J DEFGRID3
* xyz 0 2
Fe -0.164 0.366 0.355
S 0.223 -0.123 2.487
C -1.263 -0.328 3.408
C -1.131 -0.469 4.796
C -2.249 -0.687 5.579
C -3.517 -0.759 5.003
C -3.649 -0.603 3.637
C -2.525 -0.377 2.840
As -2.592 -0.177 0.930
C -3.438 1.535 0.788
C -4.060 1.962 -0.308
C -4.501 3.365 -0.434
C -4.235 4.270 0.503
C -3.452 3.944 1.739
C -3.027 2.458 1.884
C -3.932 -1.468 0.453
C -5.286 -1.168 0.512
C -6.218 -2.146 0.186
C -5.800 -3.409 -0.207
C -4.444 -3.703 -0.269
C -3.510 -2.734 0.061
H -0.146 -0.414 5.243
H -2.132 -0.806 6.649
H -4.390 -0.939 5.617
H -4.633 -0.650 3.185
H -4.253 1.291 -1.134
H -5.052 3.642 -1.323
H -4.584 5.291 0.388
H -3.974 4.336 2.612
H -3.249 2.037 2.863
H -5.619 -0.179 0.799
H -7.274 -1.913 0.232
H -6.530 -4.162 -0.471
H -4.115 -4.685 -0.583
H -2.451 -2.955 0.011
C 6.123 -1.032 -1.640
C 4.660 -1.374 -1.641
C 3.908 -1.299 -2.807
C 2.537 -1.516 -2.789
C 1.931 -1.817 -1.583
C 2.658 -1.906 -0.402
C 4.020 -1.699 -0.445
S 0.192 -2.104 -1.529
C 0.243 -3.861 -1.268
O -0.257 -1.598 -0.136
H 6.591 -1.261 -2.597
H 6.654 -1.561 -0.849
H 6.237 0.040 -1.458
H 4.395 -1.043 -3.741
H 1.945 -1.427 -3.693
H 2.160 -2.134 0.534
H 4.601 -1.772 0.467
H 0.810 -4.059 -0.359
H 0.725 -4.306 -2.137
H -0.780 -4.223 -1.177
F -2.068 1.827 -2.791
B -1.621 0.529 -2.621
F -0.461 0.606 -1.693
F -1.169 -0.056 -3.775
F -2.583 -0.264 -1.987
I -0.235 5.479 -2.171
C -0.878 4.490 -0.468
C -1.458 5.116 0.543
C -1.929 4.351 1.733
C -1.519 2.852 1.771
N -0.860 2.296 0.586
C -0.611 3.039 -0.419
H -1.619 6.187 0.522
H -1.647 4.883 2.642
H -0.925 2.553 2.634
H -0.134 2.589 -1.276
C 6.329 -3.527 3.885
C 6.702 -2.319 3.065
C 8.007 -2.172 2.615
C 8.364 -1.085 1.830
C 7.418 -0.128 1.519
C 6.106 -0.249 1.978
N 5.198 0.754 1.583
C 4.231 1.343 2.380
C 4.452 1.520 3.749
C 3.532 2.194 4.529
C 2.372 2.718 3.969
C 2.132 2.504 2.625
C 3.033 1.815 1.821
C 2.687 1.508 0.400
O 3.540 1.530 -0.474
O 1.434 1.251 0.137
C 5.726 -1.366 2.734
C 4.294 -1.617 3.134
H 7.220 -4.077 4.183
H 5.689 -4.210 3.321
H 5.783 -3.249 4.788
H 8.742 -2.929 2.861
H 9.382 -0.977 1.478
H 7.678 0.740 0.927
H 5.088 0.936 0.593
H 5.374 1.151 4.181
H 3.728 2.324 5.587
H 1.664 3.265 4.577
H 1.223 2.868 2.165
H 4.122 -1.401 4.192
H 4.037 -2.665 2.971
H 3.593 -1.009 2.567
*
```

---

The following is a DFT calculation (wB97M-V/def2-TZVPD) of 2 unconnected molecules or ions with the total composition C6H5ClN2O3S in a non-equilibrium geometry.

Energy relative to the best compared isomer or geometry (same formula, charge and spin) ... 0.684 eV
Frontier orbital gap ... 9.15 eV
DFT total energy ... -1425.13602 hartree
Largest force on an atom ... 0.079 hartree/bohr

Structure (ORCA input):
```
! wB97M-V def2-TZVPD RIJCOSX def2/J DEFGRID3
* xyz 0 1
C 0.987 1.018 0.460
C 1.909 0.090 -0.035
C -0.363 0.841 0.493
C 1.502 -1.098 -0.665
C -0.811 -0.433 0.062
C 0.120 -1.339 -0.618
N -1.951 -2.146 -0.671
N -2.022 -1.075 -0.016
O -4.735 1.344 1.204
O -4.561 -1.047 0.568
O -0.680 -2.305 -1.054
S -3.764 0.368 0.789
Cl -3.208 1.062 -1.150
H 1.291 2.064 0.809
H 2.978 0.286 -0.079
H -0.951 1.725 0.643
H 2.238 -1.933 -0.869
H -3.841 -1.746 0.511
*
```

---

The following is a DFT calculation (wB97M-V/def2-TZVPD) of 2 unconnected molecules or ions with the total composition C2H2ClF2I in a non-equilibrium geometry.

Energy relative to the best compared isomer or geometry (same formula, charge and spin) ... 3.487 eV
Frontier orbital gap ... 8.86 eV
DFT total energy ... -1034.88659 hartree
Largest force on an atom ... 0.063 hartree/bohr

Structure (ORCA input):
```
! wB97M-V def2-TZVPD RIJCOSX def2/J DEFGRID3
* xyz 0 1
C -1.472 -0.628 -0.810
C 1.988 0.309 1.437
F -1.782 -0.666 0.536
F 1.641 1.217 2.298
Cl 0.009 0.408 -1.027
I 3.231 1.258 0.145
H -1.330 -1.742 -1.286
H -2.285 -0.155 -1.293
*
```

---

The following is a DFT calculation (wB97M-V/def2-TZVPD) of 3 unconnected molecules or ions with the total composition C3H12NO3 in a non-equilibrium geometry.

Energy relative to the best compared isomer or geometry (same formula, charge and spin) ... 2.278 eV
Frontier orbital gap ... 6.57 eV
DFT total energy ... -401.93195 hartree
Largest force on an atom ... 0.065 hartree/bohr

Structure (ORCA input):
```
! wB97M-V def2-TZVPD RIJCOSX def2/J DEFGRID3
* xyz -1 1
C -2.690 0.896 -2.246
N -2.193 0.480 -0.955
C -0.694 0.486 -0.890
C -0.241 1.455 0.366
O 1.052 1.272 0.614
H -3.151 1.942 -2.169
H -3.649 0.424 -2.442
H -1.963 1.072 -3.038
H -2.458 -0.449 -0.654
H -0.245 0.948 -1.756
H -0.319 -0.508 -0.628
H -0.975 1.019 1.079
H -0.453 2.551 0.109
H 1.055 -0.293 2.594
H 1.683 -0.500 1.365
O 1.336 -1.074 2.092
H 3.074 -2.493 1.524
H 2.070 -2.498 0.534
O 2.937 -2.919 0.651
*
```

---

The following is a DFT calculation (wB97M-V/def2-TZVPD) of 2 unconnected molecules or ions with the total composition C5H11NO in a non-equilibrium geometry.

Energy relative to the best compared isomer or geometry (same formula, charge and spin) ... 6.879 eV
Frontier orbital gap ... 4.92 eV
DFT total energy ... -326.87855 hartree
Largest force on an atom ... 0.074 hartree/bohr

Structure (ORCA input):
```
! wB97M-V def2-TZVPD RIJCOSX def2/J DEFGRID3
* xyz 0 1
O -1.002 -0.395 -2.061
C -0.148 -1.243 -1.880
C 0.476 -1.456 -0.587
C 0.329 -0.524 0.503
C 0.810 0.892 -0.028
C -1.122 -0.343 1.170
N 0.425 2.351 2.115
H 0.260 -1.829 -2.732
H 1.159 -2.304 -0.502
H 1.009 -0.823 1.275
H 0.521 1.273 -1.007
H 1.906 0.809 -0.045
H 0.608 1.646 0.893
H -1.308 -1.124 1.915
H -1.810 -0.540 0.351
H -1.079 0.638 1.627
H 0.132 3.288 1.860
H 1.195 2.332 2.775
*
```